# 1
The following is a quantum chemistry calculation of a structure of composition C21H17Br4N9O2V at a distorted geometry, from the OMol25 dataset.

XYZ file:
```
54
C21H17Br4N9O2V | the OMol25 dataset | wB97M-V/def2-TZVPD
V 0.24394 -0.60766 -0.04597
Br 0.20864 0.22304 6.51963
C 0.41124 0.17944 4.64723
C 1.58304 -0.30736 4.06413
C 1.65684 -0.37816 2.68593
N 0.64664 -0.03576 1.88883
C -0.47356 0.46934 2.44813
C -0.62126 0.61634 3.81673
C -1.51186 0.79644 1.44313
C -2.33326 1.88394 1.54833
C -3.15496 2.41354 0.50053
Br -4.55686 3.59104 1.08003
C -3.01386 2.20424 -0.82857
C -1.94906 1.35774 -1.44337
N -1.33776 -0.02786 0.40233
H 2.39984 -0.64756 4.68033
H 2.55954 -0.72826 2.19563
H -1.52656 1.01914 4.24493
H -2.34326 2.41824 2.48753
H -3.73596 2.64514 -1.49887
H -2.12876 1.28234 -2.52077
Br 1.01974 5.76574 -1.68767
C 0.81274 3.92904 -1.33907
C 1.88184 3.14994 -0.89057
C 1.64894 1.81874 -0.62707
N 0.46374 1.21534 -0.77947
C -0.56496 1.95484 -1.23307
C -0.41686 3.30454 -1.52387
C -2.01796 -0.12156 -0.84657
C -3.40556 -0.65246 -0.80167
C -3.74926 -1.72396 -1.57717
Br -5.50986 -2.41846 -1.50127
C -2.78586 -2.36266 -2.38727
C -1.46136 -1.94556 -2.28837
N -1.06366 -0.92846 -1.55987
H 2.86174 3.57974 -0.75307
H 2.44334 1.17564 -0.26627
H -1.25286 3.86964 -1.90307
H -4.10236 -0.19936 -0.11227
H -3.06366 -3.19996 -3.00497
H -0.69616 -2.48076 -2.84037
N 3.77054 -0.46076 -1.18537
N 3.98564 -1.83936 -1.25797
C 3.05004 -2.71736 -0.87397
N 3.31964 -4.00916 -0.95697
N 1.89304 -2.20506 -0.41057
N 0.96514 -2.99176 0.07903
O 1.02024 -4.20216 0.09223
O -0.00706 -2.38286 0.53503
H 3.71814 -0.05436 -2.11987
H 4.54604 -0.01566 -0.69557
H 4.84654 -2.19116 -1.66927
H 4.21514 -4.34746 -1.27017
H 2.61234 -4.67996 -0.65957
```

* E_HOMO (alpha / beta): -12.773 / -12.385 eV
* LUMO energy (alpha / beta): -7.5 / -7.3 eV
* Kohn-Sham gap (alpha / beta): 5.243 / 5.080 eV
* spin multiplicity: 2
* charge: +2

---

# 2
The following is a quantum chemistry calculation of the molecule C7H8N4 at a distorted geometry, from the OMol25 dataset.

XYZ file:
```
19
C7H8N4 | the OMol25 dataset | wB97M-V/def2-TZVPD
C 1.82762 0.17114 0.96284
C 1.05589 -0.44294 -0.31404
C -0.33290 -0.08895 -0.15416
C -1.30933 -1.21920 -0.18089
C -2.63544 -0.90384 -0.10541
C -3.06740 0.48276 -0.12252
C -2.03613 1.41786 -0.09530
H 1.46537 -0.08794 1.93340
H 1.69514 1.42875 0.91026
H 1.36645 -1.52028 -0.27514
H 1.51777 -0.17063 -1.22577
H -0.84411 -2.30042 -0.23083
H -3.29952 -1.72232 -0.11793
H -4.05886 0.74837 -0.27107
H -2.24036 2.68746 0.00114
N 4.46414 0.34318 -1.14972
N 3.84302 0.16448 -0.23289
N 3.29755 -0.10493 0.87270
N -0.70891 1.11742 -0.20466
```

* E_HOMO: -9.075 eV
* LUMO energy: 0.8 eV
* Kohn-Sham gap: 9.912 eV
* spin multiplicity: 1
* energy above the lowest of the compared OMol25 structures with the same formula, charge and spin: 376.7 kJ/mol

---

# 3
The following is a quantum chemistry calculation of the molecule C6H6, from the OMol25 dataset.

XYZ file:
```
12
C6H6 | the OMol25 dataset | wB97M-V/def2-TZVPD
C -1.28997 -0.85761 -0.66836
C -0.42520 -0.23643 0.44051
C 0.97477 -0.71256 0.43776
C 2.17487 -0.78956 0.38478
C -0.22115 1.22051 0.29033
C 0.25312 2.31824 0.15294
H -0.84634 -0.66709 -1.64886
H -1.37069 -1.93971 -0.52589
H -2.29661 -0.42873 -0.65058
H -0.89297 -0.45019 1.41091
H 3.24010 -0.76020 0.33024
H 0.76099 3.24925 0.03573
```

* E_HOMO: -9.667 eV
* LUMO energy: 1.0 eV
* Kohn-Sham gap: 10.663 eV
* spin multiplicity: 1
* energy above the lowest of the compared OMol25 structures with the same formula, charge and spin: 398.2 kJ/mol
* SMILES string: C#CC(C)C#C

---

- Which value of spin multiplicity does entry 2 give?
  1

---

- Which value of spin multiplicity does entry 2 give?
  1